This record from the OMol25 dataset describes a structure of composition C45H51B2N6Pd. The level of theory is the ωB97M-V functional and the def2-TZVPD basis.

Structure (ORCA input):
```
! wB97M-V def2-TZVPD RIJCOSX def2/J DEFGRID3
* xyz -1 3
Pd -1.20 0.72 0.15
C -1.40 1.33 -4.14
C -1.45 0.71 -2.89
N -0.93 1.26 -1.82
C -0.34 2.49 -1.88
C -0.28 3.20 -3.10
C -0.81 2.56 -4.24
C 0.25 4.51 -3.13
C 0.62 5.09 -1.95
C 0.58 4.41 -0.73
C 0.17 3.08 -0.65
N 0.19 2.27 0.43
C 0.32 2.58 1.78
C 1.19 3.55 2.30
C 1.21 3.81 3.67
C 0.37 3.12 4.53
C -0.47 2.10 4.05
C -1.33 1.35 4.90
C -2.07 0.29 4.36
C -1.96 -0.01 3.02
N -1.17 0.71 2.18
C -0.44 1.79 2.67
H -1.84 0.84 -5.00
H -1.95 -0.25 -2.76
H -0.77 3.08 -5.20
H 0.29 5.05 -4.07
H 0.97 6.12 -1.95
H 0.85 4.93 0.17
H 1.86 4.07 1.64
H 1.88 4.57 4.05
H 0.36 3.35 5.59
H -1.39 1.59 5.96
H -2.73 -0.31 4.97
H -2.52 -0.82 2.58
C 0.90 -1.00 -4.15
C 0.64 -2.13 -3.16
C 1.34 -3.41 -3.62
C -0.84 -2.39 -2.94
C -1.65 -2.59 -4.05
C -3.00 -2.84 -3.91
C -3.55 -2.94 -2.65
C -2.78 -2.77 -1.50
C -3.51 -2.93 -0.17
C -2.74 -3.69 0.91
C -4.02 -1.58 0.32
C -1.42 -2.46 -1.66
N -0.55 -2.23 -0.54
B -0.11 -0.99 0.07
N 1.13 -1.34 0.73
C 1.36 -2.70 0.53
C 0.39 -3.23 -0.22
C 2.13 -0.54 1.36
C 2.92 0.31 0.57
C 3.93 1.04 1.18
C 4.16 0.93 2.54
C 3.40 0.06 3.30
C 2.39 -0.70 2.72
C 1.66 -1.73 3.58
C 2.53 -2.98 3.77
C 1.27 -1.18 4.95
C 2.78 0.33 -0.95
C 3.24 1.64 -1.59
C 3.57 -0.84 -1.54
H 1.97 -0.81 -4.23
H 0.42 -0.07 -3.84
H 0.54 -1.25 -5.16
H 1.08 -1.83 -2.21
H 0.99 -3.70 -4.62
H 1.15 -4.24 -2.94
H 2.42 -3.25 -3.67
H -1.22 -2.53 -5.04
H -3.63 -2.98 -4.79
H -4.60 -3.17 -2.53
H -4.39 -3.54 -0.41
H -1.96 -3.09 1.37
H -2.27 -4.59 0.50
H -3.44 -4.00 1.69
H -3.17 -0.90 0.44
H -4.54 -1.65 1.27
H -4.68 -1.12 -0.41
H 2.23 -3.18 0.93
H 0.26 -4.24 -0.56
H 4.54 1.71 0.59
H 4.93 1.53 3.01
H 3.60 -0.04 4.36
H 0.75 -2.01 3.06
H 3.41 -2.73 4.37
H 2.89 -3.39 2.83
H 1.97 -3.75 4.29
H 2.15 -1.06 5.59
H 0.60 -1.88 5.45
H 0.77 -0.23 4.87
H 1.73 0.18 -1.19
H 4.33 1.73 -1.56
H 2.82 2.51 -1.10
H 2.95 1.65 -2.64
H 4.63 -0.74 -1.30
H 3.46 -0.87 -2.63
H 3.22 -1.80 -1.14
B -5.01 3.84 -0.46
C -3.77 2.91 -0.10
N -2.89 2.21 0.16
H -4.62 4.71 -1.21
H -5.45 4.30 0.57
H -5.83 3.12 -1.00
*
```

The expectation value of S² is 2.024. The value obtained for the HOMO-LUMO gap (alpha / beta) is 4.45 / 5.94 eV. The LUMO energy (alpha / beta) comes out at 2.28 / 1.92 eV.

Löwdin population analysis, charges in e, atoms 1 to 4: Pd 1.0589; C -0.0611; C -0.1256; N 0.0013

---

This record from the OMol25 dataset describes the molecule C3H5NOS in a non-equilibrium geometry. The level of theory is the ωB97M-V functional and the def2-TZVPD basis.

Structure (ORCA input):
```
! wB97M-V def2-TZVPD RIJCOSX def2/J DEFGRID3
* xyz 0 1
O -2.54 -0.30 -0.23
C -2.18 0.84 -0.45
N -1.14 1.30 0.23
C -0.01 0.76 0.28
C 0.36 -0.30 -0.71
S -0.02 -1.88 0.28
H -2.83 1.40 -1.07
H 0.83 1.15 0.92
H -0.37 -0.31 -1.54
H 1.40 -0.30 -1.03
H 1.02 -2.55 0.11
*
```

The SMILES is O=C/N=C\CS. The value obtained for the HOMO-LUMO gap is 9.69 eV. The LUMO energy comes out at 0.26 eV.

Löwdin population analysis, charges in e, atoms 1 to 4: O -0.0045; C -0.3649; N 0.0983; C -0.2346

---

This record from the OMol25 dataset describes a cluster of 9 separate species, C37H44F8IN3O26 in total in a non-equilibrium geometry. The level of theory is the ωB97M-V functional and the def2-TZVPD basis.

Structure (ORCA input):
```
! wB97M-V def2-TZVPD RIJCOSX def2/J DEFGRID3
* xyz 0 1
C 2.94 4.66 1.74
C 2.11 3.79 0.75
O 1.49 2.68 1.43
C 2.07 1.47 1.07
C 3.54 1.35 1.49
N 4.58 1.30 1.89
C 1.21 0.24 1.47
C 1.80 -0.93 0.69
N 2.27 -1.79 0.15
C -0.23 0.47 0.87
C -1.42 0.36 1.87
C -2.75 0.44 1.01
C -3.81 1.30 1.74
C -4.84 1.98 0.80
N -4.78 3.47 0.88
C 1.27 -0.19 2.97
C 1.02 0.89 4.04
O -0.01 0.92 4.58
I 2.45 2.36 4.68
H 3.79 4.08 2.13
H 2.29 4.94 2.58
H 3.30 5.56 1.21
H 2.77 3.48 -0.06
H 1.35 4.46 0.30
H 2.11 1.47 -0.04
H -0.33 1.43 0.34
H -0.41 -0.30 0.09
H -1.42 1.28 2.47
H -1.44 -0.56 2.47
H -2.45 0.96 0.08
H -3.11 -0.55 0.70
H -3.35 2.11 2.35
H -4.32 0.64 2.47
H -5.85 1.70 1.17
H -4.72 1.68 -0.25
H -5.72 3.84 0.76
H -4.49 3.76 1.81
H 2.27 -0.61 3.16
H 0.54 -1.00 3.14
O 2.83 4.82 -1.60
C 3.39 4.46 -2.59
O 4.60 4.91 -2.99
C 4.98 4.15 -4.14
C 3.66 3.68 -4.65
F 3.76 2.46 -5.23
O 2.88 3.54 -3.47
H 5.63 3.32 -3.83
H 5.52 4.76 -4.86
H 3.16 4.37 -5.33
O 3.99 4.46 -7.92
C 3.60 5.58 -7.81
O 3.80 6.35 -6.70
C 3.30 7.66 -7.01
C 2.31 7.36 -8.11
F 2.23 8.39 -8.99
O 2.88 6.24 -8.76
H 4.12 8.29 -7.35
H 2.83 8.12 -6.14
H 1.31 7.11 -7.76
O -1.69 -6.49 -2.00
C -0.78 -6.01 -1.39
O -0.87 -4.85 -0.70
C 0.37 -4.68 -0.01
C 1.30 -5.52 -0.83
F 2.28 -6.07 -0.07
O 0.46 -6.55 -1.32
H 0.27 -5.05 1.01
H 0.67 -3.64 0.03
H 1.75 -4.99 -1.68
O -3.91 0.80 9.37
C -3.37 0.41 8.39
O -2.13 0.80 7.99
C -1.79 0.00 6.85
C -3.14 -0.41 6.34
F -3.09 -1.64 5.76
O -3.91 -0.49 7.52
H -1.18 -0.85 7.18
H -1.22 0.58 6.12
H -3.60 0.30 5.65
O -5.26 -3.27 1.65
C -4.88 -4.29 1.18
O -4.34 -4.41 -0.06
C -3.89 -5.76 -0.19
C -4.75 -6.48 0.81
F -4.11 -7.54 1.36
O -4.95 -5.50 1.81
H -2.83 -5.82 0.06
H -4.03 -6.13 -1.21
H -5.72 -6.81 0.42
O -0.70 -7.05 1.18
C -0.65 -8.03 1.85
O 0.33 -8.97 1.75
C 0.12 -9.91 2.80
C -1.35 -9.73 3.09
F -1.62 -9.95 4.40
O -1.56 -8.36 2.80
H 0.75 -9.65 3.66
H 0.36 -10.92 2.48
H -2.01 -10.34 2.47
O 2.80 -3.73 -2.91
C 2.38 -4.23 -3.90
O 1.11 -4.69 -4.04
C 0.96 -5.09 -5.40
C 2.38 -5.34 -5.82
F 2.57 -5.06 -7.13
O 3.11 -4.41 -5.04
H 0.50 -4.28 -5.97
H 0.33 -5.97 -5.48
H 2.74 -6.35 -5.61
O 1.94 8.64 -0.04
C 0.88 8.34 0.40
O 0.70 7.46 1.42
C -0.69 7.48 1.75
C -1.31 7.98 0.48
F -2.43 8.71 0.72
O -0.31 8.83 -0.04
H -0.86 8.15 2.59
H -1.04 6.48 2.02
H -1.54 7.20 -0.25
*
```

The SMILES is CCO[C@@H](C#N)[C@](C#N)(CCCCCN)CC(=O)I.O=C1OC[C@@H](F)O1.O=C1OC[C@@H](F)O1.O=C1OC[C@@H](F)O1.O=C1OC[C@@H](F)O1.O=C1OC[C@@H](F)O1.O=C1OC[C@@H](F)O1.O=C1OC[C@@H](F)O1.O=C1OC[C@@H](F)O1. The value obtained for the HOMO-LUMO gap is 9.56 eV. The LUMO energy comes out at 0.11 eV.

Löwdin population analysis, charges in e, atoms 1 to 4: C -0.0806; C -0.2322; O -0.1447; C -0.3107

---

This record from the OMol25 dataset describes a structure of composition C35H45N4O10PtSb. The level of theory is the ωB97M-V functional and the def2-TZVPD basis.

Structure (ORCA input):
```
! wB97M-V def2-TZVPD RIJCOSX def2/J DEFGRID3
* xyz 0 5
Pt -0.06 -0.76 0.25
O -1.35 2.45 -2.89
C -1.37 1.57 -1.84
O -1.89 0.46 -1.98
C -0.75 2.06 -0.65
C -0.35 3.40 -0.49
C 0.10 3.86 0.71
C 0.15 2.96 1.81
C -0.18 1.66 1.62
N -0.61 1.17 0.40
C -0.11 0.65 2.74
O 0.15 1.00 3.88
O -0.38 -0.58 2.39
H -1.83 2.00 -3.60
H -0.44 4.06 -1.35
H 0.40 4.89 0.83
H 0.45 3.26 2.81
C -5.31 -0.25 0.35
C -3.84 0.05 0.63
C -3.61 0.56 2.05
Sb -2.53 -1.60 0.23
C -2.72 -2.85 1.97
C -4.16 -3.13 2.40
C -1.90 -4.13 1.81
C -3.28 -2.70 -1.47
C -3.62 -1.80 -2.65
C -4.45 -3.60 -1.06
H -5.89 0.67 0.47
H -5.72 -0.98 1.05
H -5.48 -0.61 -0.66
H -3.48 0.80 -0.08
H -4.01 -0.13 2.80
H -4.13 1.52 2.18
H -2.56 0.72 2.27
H -2.24 -2.22 2.72
H -4.71 -3.72 1.67
H -4.72 -2.22 2.60
H -4.14 -3.70 3.34
H -2.24 -4.73 0.96
H -2.01 -4.75 2.71
H -0.84 -3.91 1.68
H -2.41 -3.31 -1.73
H -4.48 -1.16 -2.44
H -3.89 -2.43 -3.50
H -2.79 -1.16 -2.94
H -5.31 -3.02 -0.72
H -4.18 -4.31 -0.29
H -4.76 -4.18 -1.94
O 0.03 -3.27 -1.71
C 0.64 -3.46 -0.67
O 0.69 -2.68 0.36
C 1.50 -4.68 -0.51
C 2.27 -4.87 0.63
C 3.09 -5.98 0.71
C 3.17 -6.92 -0.30
C 2.39 -6.70 -1.42
C 1.56 -5.60 -1.55
N 2.46 -7.69 -2.52
O 1.75 -7.49 -3.49
O 3.22 -8.62 -2.39
N 3.94 -6.15 1.91
O 4.56 -7.19 2.00
O 3.95 -5.25 2.72
H 2.24 -4.15 1.43
H 3.81 -7.78 -0.21
H 0.97 -5.46 -2.45
C 2.62 -1.80 3.07
C 3.67 -0.95 2.35
C 3.40 0.55 2.51
C 3.83 -1.43 0.92
C 4.75 -2.42 0.67
C 4.93 -2.94 -0.61
C 4.22 -2.42 -1.69
C 3.28 -1.42 -1.53
C 2.68 -0.83 -2.79
C 1.35 -0.09 -2.69
C 3.73 0.09 -3.43
C 3.00 -0.98 -0.18
N 1.96 -0.22 0.09
H 2.49 -1.43 4.09
H 2.94 -2.85 3.12
H 1.65 -1.75 2.58
H 4.64 -1.15 2.81
H 2.42 0.84 2.13
H 4.15 1.15 2.00
H 3.42 0.80 3.57
H 5.34 -2.80 1.49
H 5.65 -3.74 -0.78
H 4.41 -2.79 -2.69
H 2.52 -1.68 -3.47
H 1.43 0.82 -2.09
H 0.56 -0.73 -2.29
H 1.02 0.20 -3.69
H 3.95 0.93 -2.77
H 3.36 0.49 -4.38
H 4.67 -0.44 -3.63
*
```

The expectation value of S² is 6.071. The value obtained for the HOMO-LUMO gap (alpha / beta) is 5.02 / 7.09 eV. The LUMO energy (alpha / beta) comes out at -0.96 / -2.38 eV.

Löwdin population analysis, charges in e, atoms 1 to 4: Pt 1.1532; O 0.0877; C -0.5182; O -0.0443

---

This record from the OMol25 dataset describes a structure of composition C43H65NO6PS2SeW in a non-equilibrium geometry. The level of theory is the ωB97M-V functional and the def2-TZVPD basis.

Structure (ORCA input):
```
! wB97M-V def2-TZVPD RIJCOSX def2/J DEFGRID3
* xyz 3 1
W 0.17 -0.06 -0.83
C 1.48 -6.05 3.53
C 1.66 -4.73 4.30
C 3.01 -4.76 5.03
C 0.53 -4.59 5.34
C 1.56 -3.56 3.34
C 0.47 -3.48 2.45
C 0.39 -2.40 1.62
Se -1.06 -2.16 0.42
C -2.10 -0.94 1.46
C -2.91 -1.41 2.48
C -3.55 -0.48 3.30
C -3.30 0.87 3.07
C -2.49 1.38 2.06
C -1.94 0.42 1.23
O -1.21 0.71 0.07
C -2.19 2.87 1.93
C -2.88 3.69 3.02
C -0.68 3.09 2.08
C -2.69 3.37 0.57
C -4.52 -0.92 4.40
C -4.20 -0.18 5.70
C -5.94 -0.54 3.94
C -4.46 -2.42 4.65
C 1.35 -1.40 1.61
O 1.14 -0.39 0.65
C 2.43 -1.40 2.47
C 2.48 -2.52 3.32
C 3.52 -0.33 2.47
C 4.35 -0.48 1.19
C 4.45 -0.49 3.68
C 2.91 1.08 2.55
H 1.67 -6.89 4.19
H 0.47 -6.17 3.14
H 2.18 -6.12 2.69
H 3.05 -5.65 5.66
H 3.84 -4.81 4.33
H 3.14 -3.90 5.68
H 0.56 -5.43 6.04
H 0.64 -3.67 5.92
H -0.45 -4.59 4.87
H -0.29 -4.25 2.45
H -3.02 -2.47 2.65
H -3.77 1.58 3.74
H -2.60 3.35 4.02
H -2.58 4.73 2.93
H -3.97 3.66 2.94
H -0.33 2.76 3.06
H -0.09 2.56 1.32
H -0.45 4.15 1.99
H -3.75 3.17 0.44
H -2.54 4.45 0.50
H -2.15 2.91 -0.26
H -4.38 0.89 5.63
H -4.84 -0.56 6.50
H -3.16 -0.34 6.01
H -6.03 0.53 3.75
H -6.22 -1.08 3.03
H -6.66 -0.80 4.72
H -3.46 -2.75 4.93
H -5.12 -2.67 5.48
H -4.80 -3.00 3.79
H 3.31 -2.57 4.01
H 4.89 -1.44 1.19
H 3.72 -0.46 0.30
H 5.09 0.32 1.12
H 5.03 -1.42 3.64
H 5.16 0.33 3.68
H 3.90 -0.46 4.62
H 2.32 1.34 1.68
H 2.28 1.18 3.44
H 3.71 1.81 2.64
C -3.07 1.20 -2.54
C -2.00 2.23 -2.93
P -0.25 2.02 -2.44
C 0.67 1.79 -3.99
C 0.57 2.98 -4.94
C 0.36 3.56 -1.68
C -0.41 4.84 -2.04
H -4.04 1.58 -2.85
H -3.11 1.03 -1.47
H -2.91 0.25 -3.05
H -2.30 3.20 -2.55
H -1.96 2.32 -4.02
H 0.31 0.87 -4.45
H 1.72 1.62 -3.74
H -0.45 3.22 -5.22
H 1.11 2.74 -5.86
H 1.03 3.87 -4.52
H 1.40 3.63 -2.01
H 0.39 3.43 -0.60
H -0.52 4.98 -3.12
H 0.14 5.69 -1.65
H -1.40 4.86 -1.59
C -1.22 -1.69 -4.81
S -0.99 -2.30 -3.16
C -2.64 -2.82 -2.78
O -0.80 -0.99 -2.32
H -1.34 -2.59 -5.43
H -0.30 -1.19 -5.10
H -2.10 -1.06 -4.85
H -3.00 -3.40 -3.63
H -3.25 -1.94 -2.63
H -2.61 -3.46 -1.90
O 2.08 1.33 -0.99
C 2.61 0.47 -1.75
N 1.80 -0.57 -2.03
S 2.49 -1.65 -3.13
O 2.62 -2.91 -2.49
O 1.78 -1.53 -4.37
C 3.99 -0.72 -3.19
C 5.11 -1.03 -3.92
C 6.17 -0.12 -3.85
C 6.09 1.04 -3.08
C 4.95 1.33 -2.35
C 3.90 0.43 -2.41
H 5.18 -1.93 -4.52
H 7.07 -0.33 -4.41
H 6.94 1.71 -3.06
H 4.89 2.23 -1.74
*
```

The value obtained for the HOMO-LUMO gap is 5.47 eV. The LUMO energy comes out at -10.51 eV.

Löwdin population analysis, charges in e, atoms 1 to 4: W 1.7714; C -0.0337; C -0.5521; C -0.0474

---

This record from the OMol25 dataset describes a structure of composition C11H9AsBaBrNO7S in a non-equilibrium geometry. The level of theory is the ωB97M-V functional and the def2-TZVPD basis.

Structure (ORCA input):
```
! wB97M-V def2-TZVPD RIJCOSX def2/J DEFGRID3
* xyz 0 1
Ba -0.16 -0.35 -0.06
O -0.88 -4.63 1.53
As -0.10 -3.22 0.79
O 0.00 -1.99 1.88
O -1.07 -2.75 -0.45
C 1.69 -3.83 0.40
C 1.95 -5.14 0.81
C 3.22 -5.68 0.74
C 4.27 -4.90 0.25
C 4.02 -3.61 -0.17
C 2.75 -3.06 -0.10
S 2.60 -1.39 -0.78
O 1.41 -1.43 -1.63
O 3.83 -1.12 -1.46
O 2.29 -0.47 0.34
H -1.76 -4.67 1.12
H 1.14 -5.74 1.20
H 3.39 -6.70 1.06
H 5.27 -5.31 0.19
H 4.81 -2.99 -0.58
O -2.32 3.81 5.26
C -1.92 2.98 4.29
C -1.30 1.76 4.50
C -0.92 0.98 3.42
N -1.11 1.35 2.15
C -1.71 2.52 1.97
Br -1.97 2.97 0.13
C -2.13 3.37 2.96
H -2.13 3.45 6.13
H -1.11 1.40 5.51
H -0.44 0.02 3.56
H -2.62 4.31 2.73
*
```

The value obtained for the HOMO-LUMO gap is 9.49 eV. The LUMO energy comes out at -0.04 eV.

Löwdin population analysis, charges in e, atoms 1 to 4: Ba 1.9750; O -0.2389; As 0.7484; O -0.6490